--- P ---
This record from the Open Molecules 2025 dataset describes a single C3ClF2N molecule. The level of theory is the ωB97M-V functional and the def2-TZVPD basis.

```
7
C3ClF2N the ωB97M-V functional and the def2-TZVPD basis
N -1.640 -0.227 1.657
C -0.764 0.167 1.045
C 0.270 0.531 0.121
Cl 1.289 1.884 0.583
C 0.543 -0.309 -0.855
F 1.580 -0.112 -1.709
F -0.186 -1.307 -1.318
```

Values from the calculation:
Orbital gap: 10.895 eV
SMILES string: N#CC(Cl)=C(F)F
Charge: 0


--- Q ---
This record from the Open Molecules 2025 dataset describes a single C3ClF2N molecule. The level of theory is the ωB97M-V functional and the def2-TZVPD basis.

```
7
C3ClF2N the ωB97M-V functional and the def2-TZVPD basis
F -0.145 0.569 -1.927
C -0.796 0.773 -0.707
F 0.133 1.516 0.039
N -1.360 -0.190 -0.195
C -0.405 -0.916 0.443
C 0.492 -1.122 1.325
Cl 2.081 -0.630 1.021
```

Values from the calculation:
Orbital gap (alpha / beta): 7.349 / 6.673 eV
SMILES string: FC(F)=NC#CCl
Charge: 0


In eV, relative to the most stable structure: P 0.000; Q 5.402.


--- P ---
This record from the Open Molecules 2025 dataset describes a gas-phase ion, C7H15N2 (charge +1). The level of theory is the ωB97M-V functional and the def2-TZVPD basis.

```
24
C7H15N2 the ωB97M-V functional and the def2-TZVPD basis
C -0.321 1.952 -2.163
N -0.507 1.222 -0.941
N 0.132 1.212 0.056
C 1.396 1.945 0.374
C -0.330 0.336 1.128
C -0.286 -1.161 0.665
C 1.156 -1.617 0.183
C -1.355 -1.887 -0.113
C -1.226 -2.153 1.396
H -1.347 2.376 -2.234
H -0.189 1.137 -2.875
H 0.485 2.799 -2.125
H 2.098 1.914 -0.490
H 1.051 2.982 0.286
H 2.003 1.522 1.145
H -1.329 0.604 1.077
H 0.128 0.596 2.041
H 1.229 -2.695 0.200
H 1.922 -1.250 0.944
H 1.322 -1.394 -0.825
H -1.043 -2.489 -1.001
H -2.120 -1.164 -0.471
H -2.058 -1.734 1.986
H -0.813 -3.056 1.756
```

Values from the calculation:
Orbital gap: 9.166 eV
SMILES string: C/N=[N+](\C)CC1(C)CC1
Charge: +1


--- Q ---
This record from the Open Molecules 2025 dataset describes a gas-phase ion, C7H15N2 (charge +1). The level of theory is the ωB97M-V functional and the def2-TZVPD basis.

```
24
C7H15N2 the ωB97M-V functional and the def2-TZVPD basis
H -1.998 1.715 -2.674
N -2.241 1.316 -1.737
C -1.146 1.385 -0.874
C 0.228 2.050 -1.557
C -1.195 0.858 0.691
C -0.880 -0.739 0.881
C 0.314 -0.820 2.024
C 1.631 -0.732 1.000
N 1.278 -1.351 -0.362
C -0.233 -1.611 -0.347
H 0.238 1.762 -2.703
H 0.273 3.215 -1.452
H 1.165 1.531 -1.048
H -2.318 1.028 1.055
H -0.490 1.567 1.324
H -1.792 -1.294 1.388
H 0.238 -1.883 2.555
H 0.169 0.065 2.791
H 2.401 -1.502 1.484
H 2.173 0.308 0.899
H 1.387 -0.637 -1.130
H 1.917 -2.176 -0.470
H -0.572 -1.291 -1.421
H -0.545 -2.763 -0.319
```

Values from the calculation:
Orbital gap: 9.675 eV
SMILES string: [H]/N=C(\C)C[C@@H]1CC[NH2+]C1
Charge: +1


In eV, relative to the most stable structure: P 0.000; Q 0.311.


--- P ---
This record from the Open Molecules 2025 dataset describes a gas-phase ion, C4H10NO (charge -1). The level of theory is the ωB97M-V functional and the def2-TZVPD basis.

```
16
C4H10NO the ωB97M-V functional and the def2-TZVPD basis
C -1.416 -0.014 1.386
C -0.850 -1.167 0.399
N -0.279 -0.753 -0.884
C 1.105 -0.309 -0.792
C 1.316 1.214 -0.758
O 0.335 1.778 -0.106
H -2.021 -0.256 2.280
H -0.506 0.513 1.725
H -1.953 0.535 0.746
H -1.714 -1.636 -0.011
H -0.142 -1.691 1.062
H -0.801 0.207 -1.006
H 1.810 -0.752 0.013
H 1.562 -0.693 -1.810
H 1.235 1.626 -1.834
H 2.320 1.398 -0.410
```

Values from the calculation:
Orbital gap: 6.680 eV
SMILES string: CCNCC[O-]
Charge: -1


--- Q ---
This record from the Open Molecules 2025 dataset describes a gas-phase ion, C4H10NO (charge -1). The level of theory is the ωB97M-V functional and the def2-TZVPD basis.

```
16
C4H10NO the ωB97M-V functional and the def2-TZVPD basis
C 0.141 1.766 -0.941
N 0.879 0.712 -0.291
C 0.175 -0.029 0.753
C -1.063 0.645 1.333
C -0.157 -1.513 0.151
O 0.346 -1.685 -1.090
H 0.652 2.047 -1.870
H 0.126 2.716 -0.389
H -0.876 1.512 -1.253
H 0.993 -0.046 -1.004
H 0.886 -0.256 1.562
H -1.938 0.299 0.784
H -1.180 0.346 2.373
H -0.982 1.732 1.294
H 0.294 -2.213 0.886
H -1.273 -1.565 0.116
```

Values from the calculation:
Orbital gap: 6.861 eV
SMILES string: CN[C@@H](C)C[O-]
Charge: -1


--- R ---
This record from the Open Molecules 2025 dataset describes a gas-phase ion, C4H10NO (charge -1). The level of theory is the ωB97M-V functional and the def2-TZVPD basis.

```
16
C4H10NO the ωB97M-V functional and the def2-TZVPD basis
C -0.535 -0.862 -1.744
N 0.313 0.167 -1.085
C -0.241 0.633 0.250
C 1.007 1.331 0.837
C -0.490 -0.571 1.213
O -1.252 -0.240 2.252
H -1.561 -1.098 -1.456
H -0.619 -0.548 -2.789
H -0.063 -1.825 -1.529
H 1.162 -0.323 -0.827
H -1.146 1.205 0.087
H 0.666 1.937 1.680
H 1.300 2.107 0.115
H 1.796 0.612 1.013
H 0.558 -1.041 1.310
H -0.895 -1.483 0.673
```

Values from the calculation:
Orbital gap: 6.339 eV
SMILES string: CN[C@H](C)C[O-]
Charge: -1


--- S ---
This record from the Open Molecules 2025 dataset describes a gas-phase ion, C4H10NO (charge -1). The level of theory is the ωB97M-V functional and the def2-TZVPD basis.

```
16
C4H10NO the ωB97M-V functional and the def2-TZVPD basis
C -0.788 1.307 0.223
C -0.103 0.071 0.801
C -1.012 -1.139 0.635
N 1.238 -0.108 0.246
C 1.385 0.009 -1.265
O 0.531 -0.677 -2.018
H -0.809 1.251 -0.860
H -1.845 1.352 0.518
H -0.339 2.257 0.528
H 0.038 0.278 1.869
H -1.216 -1.239 -0.429
H -0.484 -2.055 0.894
H -1.936 -1.076 1.227
H 1.528 -1.060 0.470
H 1.368 1.116 -1.452
H 2.445 -0.287 -1.387
```

Values from the calculation:
Orbital gap: 6.747 eV
SMILES string: CC(C)NC[O-]
Charge: -1


In eV, relative to the most stable structure: P 1.807; Q 0.523; R 1.273; S 0.000.


--- P ---
This record from the Open Molecules 2025 dataset describes a gas-phase ion, C4H10NO (charge -1). The level of theory is the ωB97M-V functional and the def2-TZVPD basis.

```
16
C4H10NO the ωB97M-V functional and the def2-TZVPD basis
C -0.917 -1.045 -1.342
N -0.776 0.359 -0.923
C 0.025 0.734 0.249
C 1.501 0.922 -0.097
C -0.039 -0.312 1.611
O 1.028 -0.351 2.338
H -0.194 -1.750 -0.912
H -1.751 -1.597 -0.876
H -0.906 -0.984 -2.425
H -1.688 0.773 -0.964
H -0.408 1.611 0.735
H 2.054 0.923 0.835
H 1.689 1.854 -0.645
H 1.807 0.060 -0.701
H -0.403 -1.252 1.082
H -1.023 0.053 2.035
```

Values from the calculation:
Orbital gap: 6.222 eV
SMILES string: CN[C@H](C)C[O-]
Charge: -1


--- Q ---
This record from the Open Molecules 2025 dataset describes a gas-phase ion, C4H10NO (charge -1). The level of theory is the ωB97M-V functional and the def2-TZVPD basis.

```
16
C4H10NO the ωB97M-V functional and the def2-TZVPD basis
C -0.507 0.138 -1.688
C -1.309 0.345 -0.398
C -0.676 -0.096 0.958
N 0.506 -0.920 0.965
C 1.792 -0.080 0.916
O 2.245 0.114 -0.313
H 0.172 0.964 -1.851
H -1.141 -0.089 -2.546
H 0.177 -0.704 -1.505
H -2.335 -0.052 -0.455
H -1.508 1.408 -0.306
H -0.480 0.767 1.591
H -1.495 -0.616 1.481
H 0.588 -1.400 0.076
H 2.489 -0.634 1.603
H 1.481 0.855 1.472
```

Values from the calculation:
Orbital gap: 6.766 eV
SMILES string: CCCNC[O-]
Charge: -1


In eV, relative to the most stable structure: P 0.680; Q 0.000.


--- P ---
This record from the Open Molecules 2025 dataset describes a single CH5INP molecule. The level of theory is the ωB97M-V functional and the def2-TZVPD basis.

```
9
CH5INP the ωB97M-V functional and the def2-TZVPD basis
C 1.107 -0.918 0.238
P 0.131 1.062 0.051
N -1.300 0.699 -0.767
I -0.688 1.251 2.351
H 0.673 -1.386 1.109
H 2.161 -0.733 0.329
H 0.848 -1.450 -0.671
H -1.273 -0.063 -1.427
H -1.659 1.538 -1.214
```

Values from the calculation:
Orbital gap: 8.912 eV
SMILES string: CP(N)I
Charge: 0


--- Q ---
This record from the Open Molecules 2025 dataset describes a single CH5INP molecule. The level of theory is the ωB97M-V functional and the def2-TZVPD basis.

```
9
CH5INP the ωB97M-V functional and the def2-TZVPD basis
C 0.535 0.989 -0.542
P -0.234 -0.646 -0.725
N 0.189 -1.346 0.717
I -2.744 0.134 -0.172
H -0.029 1.527 -1.332
H 1.635 1.252 -0.545
H 0.072 1.481 0.306
H -0.162 -2.299 0.793
H 0.738 -1.093 1.499
```

Values from the calculation:
Orbital gap: 8.613 eV
SMILES string: CP(N)I
Charge: 0


--- R ---
This record from the Open Molecules 2025 dataset describes 2 unconnected molecules or ions with the total composition CH5INP. The level of theory is the ωB97M-V functional and the def2-TZVPD basis.

```
9
CH5INP the ωB97M-V functional and the def2-TZVPD basis
C 0.104 -0.842 -0.675
N -0.291 0.159 0.279
P 0.268 1.605 -0.186
I -3.299 0.050 -0.088
H -0.355 -0.533 -1.625
H 1.192 -0.990 -0.768
H -0.293 -1.825 -0.224
H -0.070 1.550 -1.516
H -0.893 2.413 0.264
```

Values from the calculation:
Orbital gap (alpha / beta): 8.396 / 6.419 eV
Charge: 0


--- S ---
This record from the Open Molecules 2025 dataset describes a molecular structure, CH5INP. The level of theory is the ωB97M-V functional and the def2-TZVPD basis.

```
9
CH5INP the ωB97M-V functional and the def2-TZVPD basis
C -1.648 0.345 -0.306
N 1.048 -0.699 -0.509
P 2.264 0.180 0.255
I 0.722 -2.625 0.104
H -2.060 0.252 0.682
H -1.264 1.376 -0.389
H -2.142 -0.202 -1.129
H 1.534 1.232 -0.178
H 1.547 0.141 1.470
```

Values from the calculation:
Orbital gap (alpha / beta): 8.549 / 7.542 eV
Charge: 0


In eV, relative to the most stable structure: P 0.497; Q 0.000; R 3.483; S 5.642.


--- P ---
This record from the Open Molecules 2025 dataset describes 2 unconnected molecules or ions with the total composition C4H11B. The level of theory is the ωB97M-V functional and the def2-TZVPD basis.

```
16
C4H11B the ωB97M-V functional and the def2-TZVPD basis
B 0.748 -0.563 1.322
C 0.475 1.273 0.190
C 0.210 -0.788 -1.294
C -1.642 -0.127 0.341
C -0.065 -0.108 0.102
H 2.515 -1.572 0.647
H 0.755 -0.047 2.383
H 0.034 1.874 -0.724
H 1.589 1.327 0.143
H 0.100 1.774 1.103
H 1.331 -0.896 -1.539
H -0.112 -0.274 -2.214
H -0.093 -1.865 -1.105
H -1.726 -0.060 1.386
H -2.240 0.446 -0.412
H -2.026 -1.177 0.123
```

Values from the calculation:
Orbital gap: 8.794 eV
Charge: 0


--- Q ---
This record from the Open Molecules 2025 dataset describes a molecular structure, C4H11B. The level of theory is the ωB97M-V functional and the def2-TZVPD basis.

```
16
C4H11B the ωB97M-V functional and the def2-TZVPD basis
B -0.685 0.110 -0.330
C -1.839 1.200 -0.048
C -0.909 -1.425 -0.388
C 1.935 -0.200 0.732
C 1.292 0.643 -0.407
H -1.381 1.393 0.893
H -2.888 0.840 0.094
H -1.794 1.889 -0.815
H -1.565 -1.578 0.428
H -0.163 -2.194 -0.423
H -1.502 -1.630 -1.271
H 2.040 -1.210 0.294
H 2.933 0.236 0.902
H 1.338 -0.148 1.638
H 1.170 1.596 -0.042
H 2.018 0.476 -1.259
```

Values from the calculation:
Orbital gap: 9.476 eV
Charge: 0


In eV, relative to the most stable structure: P 2.729; Q 0.000.


--- P ---
This record from the Open Molecules 2025 dataset describes a molecular structure, C33H21F6IN4O13S2TeW. The level of theory is the ωB97M-V functional and the def2-TZVPD basis.

```
82
C33H21F6IN4O13S2TeW the ωB97M-V functional and the def2-TZVPD basis
W -0.588 0.608 0.115
O -1.930 -4.921 -2.477
C -1.662 -3.746 -1.887
C -1.965 -3.488 -0.548
C -1.635 -2.255 -0.043
N -1.023 -1.330 -0.775
C -0.823 -1.537 -2.072
C -1.105 -2.738 -2.673
C -0.461 -0.264 -2.771
O -0.168 -0.213 -3.936
O -0.590 0.754 -1.954
C -2.067 -1.703 1.287
O -2.678 -2.320 2.107
O -1.768 -0.413 1.332
H -2.368 -5.520 -1.860
H -2.473 -4.200 0.090
H -0.943 -2.864 -3.734
F -1.122 4.365 1.562
C -2.431 4.162 1.411
F -2.801 4.598 0.210
F -3.081 4.853 2.344
S -2.821 2.366 1.613
O -2.174 1.864 0.314
O -4.241 2.287 1.535
N -2.199 1.888 2.905
S -0.569 1.657 3.206
O 0.005 1.616 1.723
O -0.427 0.304 3.743
C 2.424 2.375 4.007
F 2.676 3.404 3.226
F 2.281 2.746 5.259
F 3.361 1.453 3.887
I -7.203 0.045 0.708
C -5.721 0.554 -0.655
C -5.821 1.692 -1.435
C -4.785 1.976 -2.309
C -3.694 1.124 -2.357
N -3.589 0.033 -1.600
C -4.593 -0.244 -0.772
H -6.680 2.344 -1.356
H -4.812 2.856 -2.937
H -2.859 1.339 -3.013
H -4.497 -1.133 -0.156
Te 1.372 -1.088 1.665
C 2.574 -1.987 0.187
C 3.938 -1.715 0.284
C 4.813 -2.178 -0.688
C 4.335 -2.914 -1.762
C 2.979 -3.187 -1.863
C 2.101 -2.722 -0.893
C 0.530 -2.841 2.484
C 0.033 -2.748 3.781
C -0.549 -3.862 4.368
C -0.622 -5.062 3.676
C -0.098 -5.157 2.396
C 0.476 -4.047 1.796
H 4.318 -1.141 1.121
H 5.871 -1.965 -0.602
H 5.017 -3.273 -2.521
H 2.597 -3.757 -2.700
H 1.047 -2.934 -0.998
H 0.064 -1.810 4.315
H -0.950 -3.785 5.369
H -1.079 -5.927 4.140
H -0.130 -6.099 1.863
H 0.903 -4.140 0.808
O 1.481 0.840 -0.407
C 1.340 2.078 -0.735
O 0.201 2.568 -0.574
C 2.478 2.846 -1.264
C 3.726 2.244 -1.382
C 4.798 2.969 -1.878
C 4.624 4.291 -2.259
C 3.368 4.860 -2.134
C 2.282 4.167 -1.642
N 3.184 6.268 -2.547
O 4.164 6.865 -2.944
O 2.071 6.736 -2.455
H 3.842 1.208 -1.090
H 5.771 2.507 -1.972
H 5.438 4.882 -2.650
H 1.314 4.638 -1.555
```

Values from the calculation:
Orbital gap (alpha / beta): 6.848 / 7.293 eV
Spin multiplicity: 3
Charge: 0


--- Q ---
This record from the Open Molecules 2025 dataset describes a molecular structure, C33H21F6IN4O13S2TeW. The level of theory is the ωB97M-V functional and the def2-TZVPD basis.

```
82
C33H21F6IN4O13S2TeW the ωB97M-V functional and the def2-TZVPD basis
W 0.425 -0.580 -0.008
O -0.476 1.369 5.699
C -0.261 0.886 4.468
C -0.605 -0.407 4.083
C -0.311 -0.817 2.809
N 0.419 -0.043 1.975
C 0.532 1.279 2.264
C 0.228 1.768 3.504
C 0.741 2.111 1.019
O 1.218 3.212 0.984
O 0.220 1.475 -0.017
C -0.880 -2.050 2.127
O -1.484 -2.923 2.686
O -0.628 -2.018 0.831
H -0.849 0.688 6.272
H -1.154 -1.081 4.731
H 0.319 2.823 3.722
F 0.752 -4.611 -3.603
C 1.711 -4.152 -2.812
F 2.885 -4.380 -3.393
F 1.674 -4.824 -1.664
S 1.524 -2.302 -2.475
O 1.022 -2.359 -1.072
O 2.864 -1.852 -2.694
N 0.379 -1.972 -3.499
S -1.056 -1.486 -3.020
O -1.087 -0.937 -1.655
O -1.754 -0.752 -4.016
C -2.013 -3.043 -2.712
F -2.310 -3.700 -3.821
F -1.280 -3.826 -1.922
F -3.128 -2.725 -2.065
I 2.090 -5.635 4.162
C 2.615 -4.429 2.548
C 3.562 -4.838 1.627
C 3.934 -3.925 0.653
C 3.302 -2.696 0.603
N 2.318 -2.333 1.427
C 2.028 -3.179 2.414
H 4.012 -5.820 1.677
H 4.706 -4.165 -0.066
H 3.612 -1.962 -0.129
H 1.307 -2.851 3.152
Te -2.367 0.481 0.743
C -2.602 2.506 0.192
C -2.437 2.879 -1.137
C -2.409 4.224 -1.478
C -2.543 5.196 -0.496
C -2.704 4.824 0.830
C -2.729 3.478 1.177
C -4.475 0.217 0.813
C -5.180 -0.063 -0.353
C -6.557 -0.225 -0.313
C -7.236 -0.117 0.894
C -6.534 0.156 2.059
C -5.155 0.321 2.020
H -2.318 2.121 -1.901
H -2.265 4.513 -2.512
H -2.516 6.244 -0.764
H -2.792 5.579 1.601
H -2.848 3.178 2.211
H -4.649 -0.151 -1.294
H -7.101 -0.443 -1.224
H -8.309 -0.249 0.926
H -7.059 0.237 3.002
H -4.604 0.536 2.927
O 1.184 0.062 -1.887
C 2.223 0.481 -1.267
O 2.329 0.089 -0.034
C 3.213 1.352 -1.898
C 3.062 1.703 -3.234
C 3.957 2.585 -3.820
C 5.003 3.108 -3.076
C 5.146 2.718 -1.757
C 4.269 1.848 -1.149
N 6.279 3.253 -0.971
O 6.953 4.122 -1.483
O 6.467 2.781 0.130
H 2.244 1.274 -3.797
H 3.844 2.863 -4.858
H 5.706 3.812 -3.497
H 4.388 1.567 -0.113
```

Values from the calculation:
Orbital gap (alpha / beta): 6.800 / 6.874 eV
Spin multiplicity: 3
Charge: 0


In eV, relative to the most stable structure: P 0.000; Q 0.144.